83
Properties=species:S:1:pos:R:3:mulliken_charge:R:1 method="wB97M-V/def2-TZVPD" homo_energy_ev=-4.3575 lumo_energy_ev=2.0019 homo_lumo_gap_ev=6.359 total_charge=-1 energy_ev=-45641.6255
O 1.5304 3.8093 -4.2026 -0.59
C 0.6171 2.9123 -3.5543 -0.79
C 1.1455 2.4110 -2.2046 -0.54
C 0.5886 3.2052 -0.9994 -0.74
C -0.2519 2.4184 0.0193 -0.51
C 0.4358 2.2862 1.3773 -0.09
C 1.5325 1.2212 1.4003 -0.25
O 0.8381 0.0062 1.4925 -0.79
B -0.4511 0.3189 2.2217 1.33
C -0.6213 -0.4402 3.6500 -1.08
C 0.0134 -1.8366 3.6642 -0.36
C 0.2310 -2.3959 5.0824 -0.75
C 1.2624 -3.4920 5.1484 0.19
C 2.6206 -3.1943 5.0123 0.06
C 3.5844 -4.1892 5.0776 -0.69
C 3.2125 -5.5138 5.2830 -0.35
C 1.8657 -5.8270 5.4137 -0.56
C 0.9061 -4.8234 5.3477 -0.41
O -0.4045 1.8305 2.3967 -0.83
H 1.8895 4.3878 -3.5229 0.33
H 0.4773 2.0834 -4.2490 0.17
H -0.3436 3.4180 -3.4180 0.49
H 2.2296 2.5621 -2.2374 0.38
H 0.9744 1.3378 -2.1131 0.46
H 1.4241 3.6768 -0.4750 0.38
H -0.0276 4.0148 -1.4009 0.46
H -1.1795 2.9713 0.2013 0.31
H -0.5594 1.4342 -0.3386 -0.02
H 0.8982 3.2508 1.6502 0.42
H 2.0438 1.3942 2.3644 -0.12
H 2.2650 1.2492 0.5868 0.39
H -1.4078 0.0272 1.4535 -0.44
H -1.6987 -0.5323 3.8379 0.26
H -0.2226 0.1576 4.4828 0.27
H -0.6683 -2.5147 3.1391 0.37
H 0.9635 -1.8172 3.1249 0.33
H 0.5420 -1.5818 5.7448 0.31
H -0.7122 -2.7879 5.4741 0.40
H 2.9289 -2.1672 4.8559 0.21
H 4.6339 -3.9348 4.9814 0.39
H 3.9660 -6.2906 5.3455 0.35
H 1.5654 -6.8544 5.5802 0.35
H -0.1400 -5.0881 5.4568 0.34
N -3.3360 -0.3558 -3.2396 0.10
C -2.1718 -0.5723 -2.5457 -0.95
C -2.4931 -1.1626 -1.3565 -0.03
C -3.9070 -1.3119 -1.3282 -0.92
C -4.4009 -0.8058 -2.5003 -0.09
H -3.3835 0.0834 -4.1377 0.16
H -1.2168 -0.2866 -2.9531 0.50
H -1.7934 -1.4451 -0.5872 0.50
H -4.4925 -1.7360 -0.5301 0.39
H -5.4111 -0.7238 -2.8663 0.32
N 2.4576 0.2794 -6.2678 -0.02
C 2.9320 0.9968 -5.2021 -0.76
C 3.8591 0.2184 -4.5620 -0.54
C 3.9471 -1.0129 -5.2696 -0.40
C 3.0697 -0.9445 -6.3180 -0.55
H 1.7622 0.6044 -6.9126 0.22
H 2.5583 1.9872 -4.9970 0.86
H 4.4107 0.4975 -3.6800 0.41
H 4.5786 -1.8524 -5.0315 0.38
H 2.8290 -1.6575 -7.0877 0.39
N 1.8981 1.9320 5.3455 0.18
C 2.3175 2.4536 6.5369 -0.63
C 3.1722 1.5480 7.1144 -0.68
C 3.2689 0.4346 6.2313 -0.54
C 2.4746 0.7156 5.1506 -0.32
H 1.2491 2.3562 4.7010 0.27
H 1.9714 3.4150 6.8757 0.42
H 3.6669 1.6675 8.0644 0.38
H 3.8504 -0.4612 6.3734 0.48
H 2.2458 0.1465 4.2632 0.42
N -5.6076 0.2652 -5.9754 0.09
C -5.7568 0.2605 -7.3354 -0.54
C -6.8707 0.9974 -7.6351 -0.37
C -7.4129 1.4648 -6.4059 -0.55
C -6.6110 0.9958 -5.4006 -0.25
H -4.8773 -0.2097 -5.4803 0.18
H -5.0620 -0.2630 -7.9689 0.36
H -7.2548 1.1823 -8.6242 0.39
H -8.2904 2.0753 -6.2759 0.38
H -6.6666 1.1207 -4.3328 0.31